Formula: C28H29BMgN6Si
Source: the OMol25 dataset
Level of theory: ωB97M-V/def2-TZVPD

```
66
Properties=species:S:1:pos:R:3:forces:R:3:mulliken_charge:R:1
H -1.067 3.182 -1.553 0.3 -0.7 -0.3 0.823
N -0.876 1.530 -2.994 -1.2 0.3 0.1 -0.331
B -1.143 0.266 -5.324 -0.7 -0.1 -0.4 -0.129
N -1.045 1.511 -4.378 0.8 0.9 1.3 0.360
C -1.066 2.792 -4.808 -0.1 -0.4 0.6 -0.199
Mg -0.016 -0.029 -1.850 -0.6 -0.4 0.0 0.399
H -1.063 3.060 -5.853 -0.2 -0.3 0.0 0.450
C -1.055 3.637 -3.713 -0.2 0.3 0.1 -0.820
H -1.048 4.714 -3.721 -0.2 0.0 -0.1 0.379
C -1.010 2.826 -2.582 0.5 -0.7 -1.5 -0.554
H -0.488 0.560 -6.280 0.0 -0.1 -0.3 -0.113
C -0.360 -3.471 2.464 -1.6 0.2 0.0 -0.837
H -0.897 -3.171 3.368 0.1 0.2 0.0 0.212
H -0.712 -4.498 2.283 0.5 0.3 -0.3 0.344
H -0.676 -2.768 1.667 0.3 -0.6 0.3 0.148
N -2.650 0.028 -5.908 -1.1 -0.7 1.9 0.542
N -0.404 -0.993 -4.700 1.1 -0.5 1.0 0.382
N -3.751 -0.353 -5.096 1.7 0.4 0.5 -0.813
N -0.373 -1.443 -3.371 -1.4 -0.5 -0.7 -0.391
C -3.106 0.120 -7.177 -0.8 -0.3 0.0 -0.398
C 0.275 -1.894 -5.447 -0.9 0.0 0.4 -0.219
H -2.445 0.370 -7.989 0.1 0.1 -0.1 0.419
H 0.449 -1.712 -6.502 -0.1 -0.1 0.3 0.439
C -4.468 -0.187 -7.202 0.9 0.2 0.3 -0.685
C 0.559 -3.008 -4.667 -0.1 -0.1 -0.2 -0.697
C -4.815 -0.476 -5.862 1.4 0.5 -0.8 -0.143
C 0.067 -2.730 -3.388 0.5 1.5 -1.1 -0.304
H -5.121 -0.213 -8.041 -0.2 0.0 -0.5 0.382
H 1.070 -3.895 -4.997 -0.1 -0.1 0.0 0.387
H -5.778 -0.755 -5.466 0.1 0.0 0.2 0.428
H 0.019 -3.388 -2.528 0.2 0.5 0.1 0.469
H 0.687 -3.371 2.661 0.6 -0.2 -0.1 0.146
C 0.423 4.415 1.452 0.1 -0.4 -0.1 -0.588
C 0.702 3.451 0.465 -0.1 -0.1 0.2 -0.654
C 0.723 2.093 0.792 0.1 0.7 1.0 0.445
C 0.574 1.693 2.148 -0.5 0.3 -0.5 0.596
C 0.085 2.640 3.076 0.4 0.2 -0.7 -0.246
C 0.041 3.995 2.731 0.0 -0.1 -0.3 -0.560
Si 1.007 -0.012 2.786 -0.7 -0.3 -1.8 -0.817
C 2.796 -0.500 2.957 0.7 0.3 0.2 0.589
C 3.425 -1.208 1.903 0.0 0.1 0.9 -0.369
C 4.602 -1.909 2.158 0.2 0.2 0.1 -0.437
C 5.216 -1.865 3.414 -0.4 0.3 0.2 -0.507
C 4.673 -1.053 4.418 -0.2 0.3 -0.1 -0.459
C 3.487 -0.335 4.190 0.0 -0.6 -0.5 -0.153
C 0.001 -0.455 4.268 -0.6 -0.3 0.2 0.719
C 0.497 -1.364 5.234 -0.5 0.6 0.2 -0.119
C -0.210 -1.568 6.421 -0.1 0.1 -0.1 -0.538
C -1.412 -0.894 6.664 0.0 0.1 -0.2 -0.481
C -1.976 -0.094 5.657 0.1 -0.2 -0.1 -0.492
C -1.316 0.070 4.436 0.4 -0.1 0.6 -0.803
H 0.503 5.474 1.197 -0.2 -0.3 0.1 0.370
H 0.892 3.760 -0.570 0.0 -0.1 0.5 0.675
H 0.849 1.326 0.000 0.2 0.3 0.6 -0.705
H -0.282 2.303 4.048 0.5 0.3 -0.2 0.401
H -0.291 4.715 3.472 0.1 0.0 -0.1 0.387
H 2.965 -1.227 0.911 0.0 -0.2 0.4 0.151
H 5.035 -2.509 1.367 0.1 0.0 0.0 0.367
H 6.116 -2.445 3.627 -0.3 0.2 -0.2 0.370
H 5.155 -0.977 5.397 -0.1 0.0 -0.4 0.350
H 3.092 0.326 4.979 0.1 -0.6 -0.4 0.374
H 1.439 -1.898 5.079 -0.3 0.3 0.0 0.372
H 0.192 -2.244 7.173 -0.1 0.1 -0.1 0.391
H -1.920 -1.001 7.628 0.2 0.0 -0.4 0.368
H -2.934 0.414 5.818 0.3 -0.3 0.0 0.372
H -1.838 0.641 3.654 0.6 -0.2 0.3 0.555
```
Forces are in eV/Å.

**Gap between HOMO and LUMO (spin up / spin down)**: 4.1 / 4.1 eV
**E_HOMO (spin up / spin down)**: -5.42 / -5.42 eV
**Net charge**: 0
**LUMO (spin up / spin down)**: -1.312 / -1.312 eV


Formula: C4H6N4O
Source: the OMol25 dataset
Level of theory: ωB97M-V/def2-TZVPD

```
15
Properties=species:S:1:pos:R:3:forces:R:3:mulliken_charge:R:1
C 1.792 -0.030 0.573 -2.0 -0.7 1.5 0.588
C -0.678 -0.686 1.314 1.8 0.9 -0.5 -0.306
C -1.600 -0.358 0.378 0.8 -0.8 0.7 -0.141
C -0.552 0.620 -1.695 0.5 1.1 -1.1 0.040
H 1.170 -0.673 2.317 -0.2 -0.3 0.0 0.207
H -1.048 -1.146 2.218 -0.1 0.0 -0.1 0.306
H -2.580 -0.727 0.636 -0.2 0.2 -0.1 0.272
H -2.439 0.276 -1.358 0.1 -0.1 0.3 0.228
H -0.909 1.004 -2.643 -0.4 -0.2 0.0 0.294
H 2.454 0.773 -0.952 0.2 0.1 -0.2 0.238
N 0.759 -0.493 1.415 -1.0 0.3 -1.1 -0.192
N -1.548 0.205 -0.889 -0.6 -0.5 0.6 -0.196
N 0.705 0.803 -1.638 -1.7 -0.3 -0.7 -0.990
N 1.529 0.502 -0.658 3.3 0.1 0.9 0.317
O 2.946 -0.070 0.981 -0.4 0.1 -0.2 -0.667
```
Forces are in eV/Å.

**Gap between HOMO and LUMO**: 8.4 eV
**E_HOMO**: -7.95 eV
**Net charge**: 0
**Energy above the lowest of the compared OMol25 structures with the same formula, charge and spin**: 35.2 kcal per mole
**SMILES string**: O=c1[nH]cc[nH]cn[nH]1
**LUMO**: 0.458 eV


Formula: C35H57F4GaN5O4Si
Source: the OMol25 dataset
Level of theory: ωB97M-V/def2-TZVPD

```
107
Properties=species:S:1:pos:R:3:forces:R:3:mulliken_charge:R:1
Ga -0.595 -1.321 0.328 -0.1 -1.0 -0.5 1.314
C -3.187 0.008 1.354 -0.2 0.3 -0.3 -1.774
N -2.248 -0.988 1.859 0.2 0.0 -0.2 1.250
C -1.671 -0.465 3.095 0.4 0.1 0.3 -1.648
C -2.897 -2.283 2.064 -0.2 -0.6 -0.2 -0.864
C -2.667 -3.161 0.830 -0.3 0.1 0.3 -0.563
N -1.241 -3.225 0.599 -0.2 0.8 -0.5 0.182
C -0.475 -4.258 0.989 0.3 -0.5 0.1 0.362
C 0.967 -4.142 1.068 -0.1 -0.4 0.5 0.323
F 0.700 -1.700 2.219 0.5 -0.3 -0.4 -0.567
C 1.640 -5.169 1.752 -0.2 -0.3 0.1 0.260
F 2.958 -5.068 2.030 -0.1 0.1 -0.1 -0.323
C 1.074 -6.347 2.184 -0.1 0.1 -0.1 -0.729
C -0.263 -6.542 1.890 0.2 0.2 0.0 0.470
F -0.849 -7.708 2.184 0.1 0.3 -0.1 -0.309
C -1.004 -5.541 1.306 -0.1 -0.2 0.0 0.177
F -2.284 -5.875 0.988 0.1 0.1 0.0 -0.363
H -3.925 0.269 2.122 0.0 -0.1 0.0 0.452
H -2.623 0.902 1.090 -0.1 0.0 0.0 0.440
H -3.711 -0.366 0.474 0.0 0.0 0.0 0.404
H -2.440 -0.076 3.768 -0.1 0.0 0.0 0.466
H -1.115 -1.245 3.608 0.0 0.0 0.0 0.444
H -0.981 0.331 2.832 0.0 0.1 0.1 0.293
H -2.429 -2.790 2.910 0.0 0.1 0.0 0.385
H -3.969 -2.180 2.270 0.1 0.1 0.1 0.444
H -3.167 -4.112 0.978 0.0 0.1 -0.1 0.948
H -3.115 -2.681 -0.045 -0.2 0.0 0.0 -0.369
H 1.661 -7.088 2.697 0.1 -0.1 0.0 0.537
C -1.832 2.074 -3.824 0.2 0.5 -0.4 -0.722
N -2.080 0.918 -3.006 0.0 -0.3 0.3 0.556
C -3.103 0.026 -3.140 -0.3 -0.4 0.1 -1.287
C -2.923 -0.917 -2.169 -0.2 0.0 -0.3 -1.305
N -1.808 -0.604 -1.447 0.5 0.0 0.7 1.191
C -1.330 0.509 -1.975 0.0 0.0 0.2 -1.125
H -2.762 2.418 -4.272 0.0 0.0 0.1 0.325
H -1.124 1.833 -4.620 -0.1 0.0 0.0 0.247
H -1.414 2.871 -3.213 0.0 0.0 0.0 0.271
H -3.877 0.141 -3.870 -0.1 0.0 -0.2 0.606
H -3.521 -1.783 -1.957 -0.1 -0.1 0.0 0.623
H -0.464 1.026 -1.606 0.2 0.2 -0.1 0.159
C 0.136 2.676 4.046 0.2 0.0 -0.3 -1.586
C 1.338 2.997 3.157 0.1 0.4 0.7 1.681
C 1.319 4.480 2.776 0.1 -0.4 0.0 -1.404
C 2.631 2.653 3.903 -0.4 0.1 -0.3 -1.902
O 1.309 2.171 2.000 0.1 0.0 -0.1 0.744
Si 0.314 1.956 0.747 -0.2 -1.0 -0.2 -2.241
O -0.016 0.390 0.569 -0.1 0.2 0.1 -0.353
O 1.004 2.388 -0.680 -0.2 0.2 0.1 1.342
C 2.377 2.421 -1.041 0.7 0.2 -0.4 1.787
C 3.164 1.300 -0.366 -0.3 0.1 0.0 -1.433
C 2.420 2.238 -2.563 0.0 0.1 0.5 -1.614
C 2.955 3.784 -0.655 -0.2 -0.3 -0.1 -1.808
O -1.085 2.775 0.935 0.2 0.0 0.2 0.685
C -1.826 3.795 0.287 -0.6 0.6 -0.2 1.758
C -0.966 4.590 -0.695 -0.1 -0.3 0.2 -1.453
C -2.379 4.750 1.355 0.2 -0.3 -0.2 -1.722
C -3.014 3.135 -0.434 0.3 0.1 0.2 -1.551
H 0.150 3.296 4.940 0.0 0.0 0.1 0.606
H 0.176 1.630 4.339 0.0 -0.1 0.1 0.319
H -0.783 2.854 3.494 -0.2 0.1 0.0 0.122
H 1.215 5.096 3.667 0.0 0.1 0.1 0.543
H 0.482 4.674 2.113 -0.1 0.1 -0.1 -0.075
H 2.238 4.769 2.271 0.1 0.0 0.0 0.345
H 2.705 3.252 4.808 0.1 0.0 0.1 0.447
H 3.499 2.850 3.277 0.1 0.0 -0.1 0.345
H 2.627 1.600 4.170 0.0 -0.1 0.1 0.341
H 2.690 0.344 -0.571 0.0 -0.2 -0.1 0.179
H 3.158 1.446 0.709 0.1 0.0 0.2 -0.006
H 4.189 1.288 -0.727 0.1 0.0 0.0 0.655
H 2.030 1.255 -2.823 0.0 -0.2 -0.1 0.070
H 3.445 2.321 -2.915 0.1 0.0 -0.1 0.451
H 1.815 3.000 -3.051 -0.1 0.1 -0.1 0.334
H 2.892 3.895 0.423 0.1 0.1 0.1 0.122
H 2.382 4.584 -1.121 0.0 0.1 -0.1 0.293
H 3.995 3.866 -0.962 0.1 0.0 0.0 0.548
H -0.165 5.091 -0.156 0.1 0.1 0.0 0.327
H -1.565 5.340 -1.205 -0.1 0.1 0.0 0.542
H -0.503 3.924 -1.416 0.0 0.0 -0.2 0.032
H -1.582 5.326 1.815 0.1 0.1 0.1 0.315
H -2.892 4.190 2.132 -0.1 -0.1 0.1 0.334
H -3.083 5.440 0.897 -0.1 0.1 0.0 0.457
H -2.676 2.241 -0.948 0.0 -0.1 -0.1 0.309
H -3.462 3.824 -1.147 -0.1 0.1 0.0 0.503
H -3.770 2.841 0.289 -0.1 -0.1 0.1 0.372
C 1.575 -3.845 -3.892 0.6 -0.5 -0.1 -0.813
N 0.486 -2.870 -3.703 -0.1 0.3 -0.5 0.189
C -0.637 -3.470 -2.962 -0.7 -0.4 0.5 -0.949
C 0.980 -1.601 -3.031 0.4 0.6 0.5 -0.286
C 1.753 -1.943 -1.791 -0.1 0.1 0.0 1.601
C 3.136 -2.052 -1.864 0.0 0.0 0.1 -0.775
C 3.822 -2.484 -0.743 0.0 0.1 -0.2 -1.326
C 3.129 -3.061 0.301 0.1 0.0 0.1 -0.525
C 1.720 -3.112 0.310 0.4 -0.2 -1.2 -0.433
C 1.029 -2.295 -0.642 0.0 0.4 0.5 -0.547
H 1.240 -4.671 -4.517 -0.2 0.1 0.0 0.368
H 1.880 -4.227 -2.919 -0.1 0.0 -0.1 0.321
H 2.430 -3.364 -4.365 -0.1 0.0 0.0 0.362
H 0.153 -2.597 -4.633 0.0 -0.1 0.2 0.397
H -0.379 -3.490 -1.896 0.0 0.0 -0.2 0.582
H -0.831 -4.483 -3.309 0.1 0.0 -0.2 0.422
H -1.536 -2.869 -3.083 0.2 0.1 -0.1 0.181
H 0.104 -1.009 -2.774 0.0 -0.2 -0.3 -1.208
H 1.600 -1.071 -3.756 -0.1 -0.1 -0.1 0.593
H 3.672 -1.756 -2.755 0.1 0.1 -0.1 0.512
H 4.895 -2.430 -0.702 0.2 -0.1 0.0 0.469
H 3.714 -3.471 1.104 -0.1 -0.1 0.0 0.725
H 1.272 -2.251 1.632 -0.6 0.9 1.4 0.200
```
Forces are in eV/Å.

**Gap between HOMO and LUMO**: 6.9 eV
**E_HOMO**: -9.54 eV
**Net charge**: +1
**LUMO**: -2.665 eV


Formula: C4H7N3
Source: the OMol25 dataset
Level of theory: ωB97M-V/def2-TZVPD

```
14
Properties=species:S:1:pos:R:3:forces:R:3:mulliken_charge:R:1
N 0.657 0.400 2.162 0.1 0.2 -0.3 -0.609
C 0.115 -0.049 0.926 0.3 0.0 0.1 0.360
C 0.686 -0.389 -0.402 0.5 -0.3 -0.1 -0.580
C -0.471 0.487 -0.613 0.1 -0.3 0.2 0.239
N -0.323 1.357 -1.725 -0.1 0.1 0.2 -0.517
C -0.624 -1.083 -0.519 -0.3 -0.1 -0.4 -0.616
N -0.697 -1.237 0.925 -0.2 0.1 0.1 -0.407
H 1.290 -0.326 2.505 -0.2 0.2 -0.1 0.269
H 1.181 1.265 2.095 -0.2 0.0 -0.1 0.258
H 1.642 -0.265 -0.878 0.1 -0.3 -0.1 0.500
H -1.134 1.695 -2.227 -0.1 -0.1 0.6 0.245
H 0.387 1.058 -2.391 -0.2 0.1 0.3 0.212
H -1.112 -1.704 -1.254 0.3 -0.1 0.0 0.404
H -1.597 -1.210 1.396 -0.1 0.4 -0.3 0.242
```
Forces are in eV/Å.

**Gap between HOMO and LUMO**: 9.3 eV
**E_HOMO**: -8.16 eV
**Net charge**: 0
**Energy above the lowest of the compared OMol25 structures with the same formula, charge and spin**: 108.4 kcal per mole
**LUMO**: 1.142 eV


- What is the net charge in the fourth record?
  0